(1)
{"formula": "C3H6ClNO2", "method": "ωB97M-V/def2-TZVPD", "energy_ev": -21315.3561, "gap_ha": 0.3326, "total_charge": 0, "species": ["C", "H", "O", "H", "O", "Cl", "C", "H", "C", "H", "H", "H", "N"], "positions_angstrom": [[-1.10235, -0.90938, -0.03868], [1.36822, 1.37800, -0.67302], [-1.57544, -0.69477, -1.29744], [2.01709, -0.34859, -0.62451], [-1.64004, -1.69978, 0.70268], [-1.27181, 1.82087, 0.31984], [1.05623, 0.27027, -0.77597], [-0.10431, -0.26963, 2.27325], [0.07920, -0.08819, 0.29785], [0.54311, 0.09906, -1.76369], [1.36024, 0.50499, 1.91698], [-1.28618, 0.05439, -1.86651], [0.55604, -0.11725, 1.52923]], "atomic_forces_ev_per_a": [[-1.918, -0.258, -0.662], [-0.643, -1.822, -0.240], [-0.347, -0.858, -0.164], [-1.588, 0.682, -0.544], [0.994, 0.916, -0.806], [0.491, -0.606, -0.206], [1.178, 0.884, -0.529], [-0.336, -0.406, -0.026], [1.111, 2.245, 0.465], [1.341, 0.236, 0.935], [-1.914, -1.468, -1.805], [-0.031, -0.441, 1.440], [1.661, 0.897, 2.142]], "lowdin_charge": [-0.5610, 0.1069, 0.0427, 0.1214, 0.1369, 0.1422, -0.0708, 0.1152, -0.5350, 0.0867, 0.1858, 0.1069, 0.1221]}

---

(2)
{"formula": "C3H6ClNO2", "method": "ωB97M-V/def2-TZVPD", "energy_ev": -21315.3338, "gap_ha": 0.3883, "total_charge": 0, "smiles": "C[C@@](N)(Cl)C(=O)O", "species": ["H", "C", "N", "C", "H", "H", "H", "O", "Cl", "O", "H", "H", "C"], "positions_angstrom": [[0.08931, -1.44367, 1.76781], [0.54102, -0.46759, 1.22046], [0.59953, -0.15077, -1.26252], [-0.23492, -0.33360, -0.11959], [0.39976, -0.11442, -2.23357], [1.57691, -0.63641, 0.95125], [0.39615, 0.35743, 1.87458], [-2.05042, 0.94161, 0.83080], [-1.22236, -1.83469, -0.29884], [-0.65868, 1.94385, -0.59784], [1.49397, -0.72588, -1.06259], [0.22124, 1.52801, -1.11895], [-1.15149, 0.93615, 0.04900]], "atomic_forces_ev_per_a": [[1.359, 2.436, -1.178], [-1.172, -3.236, -0.176], [4.420, -0.956, 2.338], [-1.498, 0.262, -0.121], [-1.191, -0.594, -0.498], [0.337, -0.011, 0.465], [0.079, 0.776, 0.341], [-0.674, 0.322, 0.040], [-0.458, -0.002, -0.229], [2.513, 0.342, -2.158], [-1.858, 1.478, -1.094], [-2.463, 1.063, 1.650], [0.603, -1.881, 0.620]], "lowdin_charge": [0.1168, -0.0594, 0.0009, -0.8308, 0.0949, 0.0658, 0.0709, 0.1082, 0.6415, 0.0896, 0.1419, 0.1749, -0.6154]}

---

(3)
{"formula": "C3H6ClNS", "method": "ωB97M-V/def2-TZVPD", "energy_ev": -28053.4284, "gap_ha": 0.3447, "total_charge": 0, "smiles": "CS/N=C\\CCl", "species": ["H", "H", "S", "C", "N", "H", "C", "C", "H", "H", "Cl", "H"], "positions_angstrom": [[2.25236, 1.00334, -0.78475], [-0.82366, 0.69186, -1.81395], [-0.73000, -0.50259, 0.45761], [0.16954, 1.29690, -1.63788], [0.84945, -0.24611, 0.14710], [-0.79523, -2.60194, 1.80458], [-0.93605, -1.54022, 1.85414], [1.21495, 0.44019, -0.89237], [0.16992, 2.25135, -0.81427], [-0.34635, -1.08632, 2.63590], [1.04844, 1.94936, -3.08955], [-2.07337, -1.65583, 2.13345]], "atomic_forces_ev_per_a": [[-1.729, -1.928, -0.740], [1.924, 1.778, 0.015], [-2.247, 0.394, -1.635], [0.947, 0.757, 1.881], [1.894, -0.215, -0.588], [1.179, -0.556, -0.694], [-1.659, -0.684, 1.509], [-0.115, 2.026, 2.423], [-0.961, -2.502, -2.487], [-0.174, -0.261, 0.689], [-0.989, -0.246, 0.221], [1.930, 1.435, -0.593]], "lowdin_charge": [0.1339, 0.0746, 0.8393, -0.6280, -0.3657, 0.0204, -0.4301, -0.3924, 0.1485, 0.0233, 0.4871, 0.0892]}

---

(4)
{"formula": "C3H6ClO2Si", "method": "ωB97M-V/def2-TZVPD", "energy_ev": -27705.6408, "gap_ha": 0.2424, "total_charge": -1, "species": ["C", "H", "H", "O", "H", "H", "H", "Si", "O", "H", "C", "C", "Cl"], "positions_angstrom": [[0.02832, -2.12318, 0.64197], [0.59864, -2.28361, 1.51418], [0.15708, -2.85042, -0.15657], [0.48565, 2.67830, -1.90525], [-1.29822, 1.73738, 0.39466], [-0.96825, -2.29322, 1.00440], [-2.19681, 0.25542, 1.07990], [-0.15321, -0.37059, -0.33058], [1.95152, 1.20842, -2.90235], [-0.69645, 1.04698, 1.75490], [-1.14301, 0.69772, 0.81427], [1.17804, 1.85335, -2.33958], [2.05672, 0.44346, 0.43004]], "atomic_forces_ev_per_a": [[-1.316, 1.251, -1.570], [1.372, 0.025, 0.701], [0.488, -0.308, 0.199], [-0.380, -0.185, 0.323], [-0.247, -1.175, -0.292], [-1.104, -0.160, 0.106], [1.742, 0.729, -0.594], [1.792, -1.135, 0.042], [0.240, -0.722, -0.210], [0.194, -0.823, 0.259], [-2.157, 1.756, 1.468], [0.170, 0.873, -0.143], [-0.793, -0.128, -0.288]], "lowdin_charge": [-0.3602, -0.0299, -0.0306, 0.1330, 0.0016, -0.0370, 0.0339, 0.3432, 0.1398, -0.0110, -0.4396, -0.5799, -0.1633]}

---

(5)
{"formula": "C3H6F10KN2O11PS4", "method": "ωB97M-V/def2-TZVPD", "energy_ev": -124847.0750, "gap_ha": 0.2747, "total_charge": -2, "species": ["F", "S", "O", "C", "P", "F", "O", "O", "O", "H", "C", "N", "F", "N", "O", "F", "O", "F", "H", "O", "F", "H", "F", "F", "O", "O", "O", "C", "S", "F", "H", "S", "H", "S", "K", "O", "F", "H"], "positions_angstrom": [[-1.15031, 8.43781, -1.95704], [-0.65796, -1.86890, -5.63483], [1.79808, 5.35278, -0.96735], [4.52611, -0.35873, 4.11415], [-2.90018, -6.22714, 1.15593], [3.14359, 6.15189, -2.68026], [-3.22866, -1.04017, -7.39895], [-0.30005, -2.55546, -4.44512], [3.55627, -0.75076, 5.12638], [4.54491, 0.73084, 4.13852], [0.07992, -1.25182, 5.41940], [-1.74818, -0.58752, -5.37278], [-1.87351, -6.73340, 2.33540], [1.05816, 7.31933, -2.40223], [2.96669, 7.53839, -0.69110], [-3.93093, -0.21050, -5.27557], [-3.34418, -2.54219, -5.41372], [-3.47293, -7.77721, 1.12787], [4.03670, -0.72773, 3.21282], [-0.47823, 6.87068, -0.21286], [-1.71377, -6.64407, 0.11914], [5.47806, -0.84345, 4.33082], [0.62839, -0.83674, -5.74785], [-2.29195, -4.73040, 1.19725], [1.45134, -1.02329, 5.75605], [0.48555, 9.16962, -0.36303], [1.78801, 0.04949, 3.75876], [2.20847, -0.45506, 4.82293], [2.10309, 6.66205, -1.50849], [-3.87722, -5.70521, -0.02267], [-0.35545, -1.60974, 6.35238], [-2.92950, -1.24447, -5.98195], [-0.06503, -2.02793, 4.66791], [0.11115, 7.94228, -1.08239], [-0.43513, 0.34163, -0.87698], [-0.69213, -2.60040, -6.86490], [-4.15702, -5.91215, 2.14668], [-0.36204, -0.30220, 5.11775]], "atomic_forces_ev_per_a": [[0.936, -0.417, -0.011], [3.093, 2.201, 0.687], [-0.346, 1.119, 0.061], [-1.932, 0.031, 0.184], [-0.040, -1.481, -0.364], [-0.707, 0.950, 0.102], [0.925, -0.302, 1.793], [-0.512, -0.272, 0.570], [-2.121, 0.719, 0.216], [0.509, -0.092, -0.357], [-0.386, 0.378, 0.496], [5.796, -1.622, 0.393], [-0.779, 0.930, 0.463], [-3.228, 2.620, 2.010], [-1.956, -1.266, -1.326], [-0.722, 0.132, -0.041], [1.167, 1.866, -0.984], [0.114, 0.573, -0.715], [0.825, 0.298, -0.509], [1.701, 2.541, -2.525], [-0.621, 0.112, -0.440], [-0.294, 0.125, 0.113], [-0.761, -0.715, -0.421], [-0.003, 0.188, 0.939], [0.912, 0.156, -0.199], [0.027, -2.231, -2.026], [1.494, -1.033, 3.119], [0.857, -0.714, -2.770], [6.760, -3.544, 1.593], [0.285, -0.777, -0.650], [-0.081, 0.157, -0.127], [-8.636, -1.935, -2.309], [0.355, 0.174, -0.160], [-3.215, 0.117, 2.163], [-0.042, -0.114, -0.258], [-0.282, 0.828, 0.492], [1.089, 0.529, 0.879], [-0.183, -0.229, -0.081]], "lowdin_charge": [-0.2195, 0.5646, -0.3347, -0.0288, 0.1709, -0.2474, -0.3141, -0.2875, -0.0564, 0.0953, -0.0281, -0.2848, -0.2046, -0.2774, -0.3266, -0.2299, -0.3181, -0.2108, 0.0878, -0.3400, -0.1915, 0.0924, -0.2509, -0.1882, -0.0103, -0.3148, 0.0664, -0.5075, 0.4354, -0.1799, 0.0956, 0.4098, 0.1061, 0.6294, 0.9650, -0.2675, -0.1936, 0.0943]}

---

(6)
{"formula": "C3H6F2", "method": "ωB97M-V/def2-TZVPD", "energy_ev": -8639.8476, "gap_ha": 0.4430, "total_charge": 0, "species": ["C", "F", "H", "H", "C", "H", "H", "C", "H", "F", "H"], "positions_angstrom": [[0.51756, -0.40385, -0.01520], [-1.40509, -0.71839, -1.01065], [-0.33593, 1.14996, 1.05963], [0.68782, 0.42328, 2.23719], [-0.04430, 0.15241, 1.20910], [-0.96304, -0.15880, 1.62777], [1.81567, -0.30063, -0.15040], [-0.29499, 0.26668, -1.04626], [0.26075, -1.62957, -0.59939], [0.35448, -0.03226, -2.23091], [-0.59294, 1.25118, -1.08087]], "atomic_forces_ev_per_a": [[3.919, -2.807, -2.508], [-0.192, 2.818, -0.800], [-0.069, 1.764, -0.765], [-1.687, -1.555, -3.028], [2.395, 1.187, 5.844], [-0.806, -1.564, 0.269], [-4.165, 0.147, 0.395], [1.200, -6.170, -2.369], [1.255, 3.337, 3.103], [-0.771, 0.852, -0.438], [-1.079, 1.991, 0.297]], "lowdin_charge": [-0.2371, -0.0720, 0.0345, 0.1611, -0.1647, 0.0582, 0.1936, -0.3319, 0.2296, -0.0017, 0.1304]}

---

(7)
{"formula": "C3H6F2O", "method": "ωB97M-V/def2-TZVPD", "energy_ev": -10690.3066, "gap_ha": 0.4488, "total_charge": 0, "smiles": "COC(C)(F)F", "species": ["H", "H", "F", "H", "H", "H", "H", "C", "C", "F", "O", "C"], "positions_angstrom": [[-0.97114, -1.72117, -0.43424], [0.67053, 1.84453, -1.89620], [1.07313, -0.76593, 0.87216], [1.05826, 1.85558, -0.19484], [2.06148, 0.64036, -1.29944], [-2.15819, -0.76210, 0.66301], [-1.08317, -1.93531, 1.48818], [-1.15709, -1.23572, 0.62395], [-0.12002, -0.20734, 0.53204], [-0.32878, 0.86793, 1.43222], [-0.03394, 0.22880, -0.75642], [0.98894, 1.19036, -1.03041]], "atomic_forces_ev_per_a": [[-0.961, 0.188, 2.363], [0.255, -1.164, 0.774], [0.494, 0.295, 0.515], [0.535, 0.274, 0.563], [-2.855, 1.492, 0.823], [0.558, -0.312, -0.275], [0.342, 0.604, -0.837], [-1.297, -1.352, -1.699], [0.756, 1.057, 0.484], [0.392, -1.025, -0.916], [-0.101, 0.614, -0.136], [1.881, -0.673, -1.660]], "lowdin_charge": [0.1450, 0.1005, 0.0896, 0.0662, 0.1488, 0.1009, 0.1062, 0.0235, -0.6794, 0.0473, -0.0826, -0.0659]}

---

(8)
{"formula": "C3H6F2OS", "method": "ωB97M-V/def2-TZVPD", "energy_ev": -21523.0685, "gap_ha": 0.3945, "total_charge": 0, "species": ["S", "H", "F", "H", "C", "C", "H", "O", "H", "H", "C", "F", "H"], "positions_angstrom": [[-0.92866, -0.31318, 1.81024], [-2.96676, 1.16612, 1.11240], [-0.57455, 1.59253, -0.13587], [3.17494, -0.85625, -1.70508], [-1.15488, 0.39914, 0.20963], [-2.40659, 0.26027, 0.90646], [1.54251, 0.06557, -1.45688], [-0.76244, -1.76424, 1.90033], [2.98606, 0.91426, -1.31761], [2.38821, -0.47636, -0.16244], [2.54349, -0.07188, -1.11395], [-0.86454, -0.32801, -0.84863], [-2.97677, -0.58798, 0.80140]], "atomic_forces_ev_per_a": [[1.414, 1.301, 2.751], [0.158, -0.064, 0.646], [-0.962, 0.116, 1.634], [-1.517, 1.387, 0.769], [1.526, 0.443, -2.756], [-0.017, 2.136, 0.346], [-0.689, -0.462, -0.986], [-0.475, -0.315, -0.747], [0.286, -0.386, 1.071], [0.564, 0.121, 1.924], [1.395, -0.661, -2.782], [-0.362, -1.762, -0.773], [-1.321, -1.854, -1.098]], "lowdin_charge": [1.0202, 0.1133, 0.0747, 0.0620, -0.7552, -0.1521, -0.0227, -0.4900, 0.0260, -0.0132, -0.0441, 0.1049, 0.0763]}